[1]
The following is a DFT calculation (the ωB97M-V functional and the def2-TZVPD basis) of a molecular structure, C41H38ClIN3O2PTc.

Results
- spin multiplicity = 4
- HOMO (alpha / beta) (eV) = -12.7877 / -12.7744
- charge = +2
- orbital gap (alpha / beta) (Ha) = 0.2531 / 0.1994
- LUMO (alpha / beta) (eV) = -5.901 / -7.350

The geometry in XYZ format:
```
88
C41H38ClIN3O2PTc | the OMol25 dataset | the ωB97M-V functional and the def2-TZVPD basis
Tc 0.37 0.00 -0.22
C 1.45 2.40 2.87
N 0.49 2.44 1.75
C 0.59 3.71 1.01
C -0.83 2.23 2.14
C -1.26 2.52 3.43
C -2.61 2.66 3.70
C -3.56 2.59 2.67
C -3.17 2.20 1.41
C -1.81 1.84 1.16
N -1.38 1.14 0.07
C -2.30 0.56 -0.84
C -3.59 0.12 -0.54
C -4.44 -0.26 -1.57
C -4.01 -0.22 -2.89
C -2.67 0.07 -3.17
C -1.82 0.38 -2.13
N -0.37 0.48 -2.30
C 0.04 1.81 -2.81
C 0.06 -0.58 -3.27
H 1.44 3.33 3.45
H 2.44 2.25 2.47
H 1.21 1.56 3.53
H 0.27 4.55 1.65
H -0.04 3.70 0.12
H 1.61 3.87 0.73
H -0.53 2.73 4.20
H -2.93 2.94 4.71
H -4.60 2.83 2.85
H -3.90 2.17 0.62
H -3.91 0.03 0.49
H -5.45 -0.59 -1.33
H -4.68 -0.47 -3.70
H -2.31 -0.01 -4.19
H -0.43 2.00 -3.77
H 1.12 1.84 -2.94
H -0.27 2.58 -2.10
H -0.33 -0.37 -4.26
H -0.31 -1.55 -2.94
H 1.14 -0.59 -3.33
Cl 1.30 -2.25 -0.60
C 2.99 -2.17 -0.07
C 3.58 -3.34 0.34
C 4.94 -3.31 0.63
C 5.66 -2.13 0.47
C 5.02 -0.97 0.06
C 3.65 -0.96 -0.18
P 2.77 0.49 -0.85
C 3.38 0.40 -2.59
C 3.80 1.51 -3.34
C 4.26 1.35 -4.64
C 4.32 0.09 -5.22
C 3.93 -1.02 -4.48
C 3.46 -0.87 -3.18
C 3.55 1.96 -0.12
C 3.31 3.21 -0.70
C 3.89 4.35 -0.18
C 4.69 4.27 0.95
C 4.89 3.04 1.57
C 4.32 1.89 1.04
H 3.01 -4.26 0.41
H 5.44 -4.21 0.95
H 6.73 -2.12 0.66
H 5.60 -0.06 -0.10
H 3.82 2.50 -2.91
H 4.60 2.22 -5.19
H 4.69 -0.03 -6.23
H 4.00 -2.01 -4.91
H 3.19 -1.76 -2.63
H 2.62 3.30 -1.54
H 3.70 5.32 -0.65
H 5.15 5.16 1.36
H 5.49 2.97 2.47
H 4.47 0.95 1.55
I -0.37 -4.69 7.21
C -0.24 -3.56 5.48
C 0.96 -2.95 5.15
C 1.04 -2.19 4.00
C -0.08 -2.05 3.18
C -1.28 -2.67 3.51
C -1.36 -3.43 4.67
C 0.01 -1.26 1.95
O -0.89 -1.29 1.05
O 1.02 -0.50 1.71
H 1.83 -3.07 5.79
H 1.97 -1.70 3.72
H -2.14 -2.56 2.86
H -2.29 -3.91 4.94
```

Atom charges from the Mulliken analysis, given in e for atoms 1 to 2: -1.0148 -0.9478



[2]
The following is a DFT calculation (the ωB97M-V functional and the def2-TZVPD basis) of a gas-phase ion, C41H38F6N3 (charge +1).

Results
- SMILES = FC(F)(F)CN(c1ccccc1)c1ccc(C(c2ccc(N(CC(F)(F)F)c3ccccc3)cc2)[N+](=C2CCCCC2)c2ccccc2)cc1
- HOMO (eV) = -10.1163
- ΔE to the lowest compared entry with this formula, charge and spin (kJ/mol) = 137.3
- charge = +1
- orbital gap (Ha) = 0.1944
- LUMO (eV) = -4.827

The geometry in XYZ format:
```
88
C41H38F6N3 | the OMol25 dataset | the ωB97M-V functional and the def2-TZVPD basis
F -5.13 3.55 -4.62
C -5.07 2.90 -3.43
F -4.48 3.74 -2.52
F -6.37 2.71 -3.00
C -4.34 1.59 -3.45
N -4.49 0.99 -2.11
C -5.52 0.03 -1.99
C -5.60 -1.00 -2.94
C -6.62 -1.94 -2.87
C -7.60 -1.82 -1.88
C -7.57 -0.76 -0.97
C -6.53 0.16 -1.01
C -3.49 1.16 -1.17
C -3.68 0.81 0.19
C -2.58 0.73 1.05
C -1.29 0.92 0.55
C -0.05 0.64 1.40
C 1.23 0.72 0.58
C 2.13 1.78 0.78
C 3.31 1.83 0.06
C 3.60 0.84 -0.90
N 4.82 0.80 -1.53
C 5.86 1.78 -1.19
C 5.70 2.97 -2.09
F 6.58 3.98 -1.89
F 5.81 2.56 -3.41
F 4.43 3.49 -1.98
C 5.22 -0.27 -2.36
C 4.76 -0.34 -3.68
C 5.30 -1.28 -4.54
C 6.23 -2.21 -4.07
C 6.65 -2.18 -2.74
C 6.17 -1.19 -1.88
C 2.64 -0.16 -1.16
C 1.48 -0.25 -0.39
N -0.07 -0.53 2.20
C 0.66 -0.48 3.37
C 2.11 -0.22 3.36
C 2.51 0.85 4.38
C 2.06 0.39 5.77
C 0.56 0.10 5.86
C 0.05 -0.78 4.69
C -0.75 -1.71 1.87
C -1.65 -1.86 0.80
C -2.75 -2.70 0.96
C -2.83 -3.53 2.09
C -1.73 -3.63 2.95
C -0.62 -2.81 2.75
C -1.13 1.47 -0.72
C -2.20 1.59 -1.58
H -4.80 0.93 -4.19
H -3.30 1.79 -3.69
H -4.84 -1.05 -3.72
H -6.64 -2.75 -3.59
H -8.41 -2.56 -1.83
H -8.36 -0.64 -0.23
H -6.49 1.01 -0.33
H -4.67 0.53 0.54
H -2.74 0.46 2.09
H -0.01 1.49 2.10
H 1.91 2.54 1.53
H 4.00 2.64 0.27
H 5.79 2.09 -0.15
H 6.84 1.32 -1.41
H 4.00 0.38 -4.01
H 4.98 -1.29 -5.59
H 6.64 -2.96 -4.74
H 7.35 -2.91 -2.35
H 6.49 -1.12 -0.84
H 2.80 -0.91 -1.94
H 0.77 -1.06 -0.55
H 2.60 -1.18 3.66
H 2.51 0.02 2.37
H 3.60 1.00 4.36
H 2.06 1.81 4.12
H 2.61 -0.53 6.03
H 2.34 1.14 6.52
H 0.35 -0.41 6.80
H -0.01 1.04 5.88
H -1.05 -0.74 4.64
H 0.32 -1.82 4.93
H -1.51 -1.31 -0.14
H -3.57 -2.69 0.23
H -3.72 -4.14 2.27
H -1.73 -4.32 3.79
H 0.31 -2.96 3.29
H -0.15 1.79 -1.08
H -2.02 1.91 -2.60
```

Atom charges from the Mulliken analysis, given in e for atoms 1 to 2: -0.2761 0.9441



[3]
The following is a DFT calculation (the ωB97M-V functional and the def2-TZVPD basis) of a molecular structure, C41H38N4O2P3Se3V.

Results
- spin multiplicity = 2
- HOMO (alpha / beta) (eV) = -4.4839 / -3.5649
- ΔE to the lowest compared entry with this formula, charge and spin (kJ/mol) = 40.0
- charge = -1
- orbital gap (alpha / beta) (Ha) = 0.2564 / 0.2227
- LUMO (alpha / beta) (eV) = 2.493 / 2.494

The geometry in XYZ format:
```
92
C41H38N4O2P3Se3V | the OMol25 dataset | the ωB97M-V functional and the def2-TZVPD basis
V 0.24 0.16 0.40
C 3.96 -0.50 2.32
C 2.61 -0.61 1.67
N 1.87 0.47 1.40
O 2.46 1.64 1.86
C 2.00 -1.81 1.27
C 2.53 -3.19 1.42
N 0.81 -1.61 0.71
O 0.03 -2.62 0.31
H 3.97 0.31 3.04
H 4.72 -0.28 1.55
H 4.23 -1.43 2.81
H 1.83 2.32 1.59
H 3.51 -3.18 1.88
H 2.60 -3.67 0.44
H 1.84 -3.79 2.02
N -2.53 -0.92 0.98
P -1.37 -0.43 2.12
C -2.22 0.73 3.22
C -3.59 0.67 3.44
C -4.21 1.57 4.30
C -3.46 2.54 4.95
C -2.09 2.61 4.74
C -1.47 1.72 3.87
C -1.20 -1.88 3.22
C -0.76 -1.71 4.54
C -0.59 -2.81 5.38
C -0.86 -4.09 4.91
C -1.29 -4.27 3.60
C -1.45 -3.17 2.76
P -1.84 -0.82 -0.60
C -2.48 -2.37 -1.34
C -1.62 -3.38 -1.78
C -2.14 -4.55 -2.32
C -3.52 -4.73 -2.41
C -4.38 -3.72 -1.97
C -3.86 -2.54 -1.45
C -2.92 0.39 -1.46
C -3.87 1.18 -0.82
C -4.57 2.16 -1.52
C -4.33 2.36 -2.87
C -3.37 1.58 -3.52
C -2.68 0.61 -2.82
H -3.27 -1.58 1.19
H -4.19 -0.08 2.93
H -5.29 1.52 4.45
H -3.95 3.25 5.60
H -1.50 3.39 5.23
H -0.41 1.80 3.67
H -0.56 -0.72 4.92
H -0.25 -2.66 6.40
H -0.74 -4.94 5.56
H -1.49 -5.26 3.22
H -1.73 -3.32 1.72
H -0.55 -3.24 -1.68
H -1.47 -5.33 -2.66
H -3.92 -5.64 -2.82
H -5.45 -3.85 -2.05
H -4.53 -1.75 -1.14
H -4.04 1.06 0.25
H -5.28 2.79 -0.99
H -4.86 3.13 -3.41
H -3.16 1.74 -4.57
H -1.91 0.03 -3.32
Se 4.74 -0.81 -1.31
P 3.34 0.59 -2.09
Se 1.18 0.21 -1.88
C 3.71 2.27 -1.50
C 2.70 3.17 -1.20
C 3.00 4.47 -0.79
C 4.33 4.87 -0.70
C 5.35 3.97 -1.02
C 5.04 2.68 -1.42
C 3.52 0.75 -3.92
C 2.97 1.85 -4.58
C 3.04 1.94 -5.97
C 3.67 0.93 -6.70
C 4.21 -0.16 -6.04
C 4.14 -0.25 -4.65
H 1.67 2.87 -1.30
H 2.20 5.16 -0.54
H 4.57 5.88 -0.39
H 6.38 4.29 -0.96
H 5.83 1.96 -1.64
H 2.47 2.63 -4.02
H 2.61 2.79 -6.48
H 3.73 1.00 -7.78
H 4.70 -0.95 -6.61
H 4.58 -1.09 -4.12
Se -0.52 2.71 0.39
C -2.07 3.27 1.20
N -3.03 3.70 1.69
```

Atom charges from the Mulliken analysis, given in e for atoms 1 to 2: -0.2047 -1.6491



[4]
The following is a DFT calculation (the ωB97M-V functional and the def2-TZVPD basis) of a molecular structure, C41H39Br2Cl3GeN6O5SW.

Results
- spin multiplicity = 2
- HOMO (alpha / beta) (eV) = -10.5385 / -10.5760
- ΔE to the lowest compared entry with this formula, charge and spin (kJ/mol) = 182.5
- charge = +1
- orbital gap (alpha / beta) (Ha) = 0.2199 / 0.1791
- LUMO (alpha / beta) (eV) = -4.553 / -5.703

The geometry in XYZ format:
```
99
C41H39Br2Cl3GeN6O5SW | the OMol25 dataset | the ωB97M-V functional and the def2-TZVPD basis
W 0.10 -0.36 -0.12
Br 3.35 2.93 -4.71
C 1.93 4.00 -4.06
C 0.83 4.24 -4.87
C -0.21 5.02 -4.38
C -0.16 5.51 -3.09
C 0.96 5.29 -2.30
C 2.01 4.54 -2.79
N -1.27 6.31 -2.62
N -1.86 5.96 -1.59
C -1.43 4.77 -0.92
C -0.95 4.83 0.36
C -0.45 3.69 1.01
C -0.46 2.50 0.34
O 0.04 1.33 0.78
C -1.00 2.41 -0.94
N -1.01 1.16 -1.45
C -1.69 0.96 -2.56
C -2.30 2.00 -3.27
C -2.20 3.28 -2.81
C -1.54 3.52 -1.58
H 0.79 3.83 -5.87
H -1.06 5.24 -5.01
H 1.02 5.72 -1.31
H 2.90 4.37 -2.18
H -0.92 5.79 0.86
H -0.06 3.75 2.02
H -1.77 -0.06 -2.92
H -2.84 1.76 -4.18
H -2.66 4.10 -3.35
C -6.51 -4.36 3.15
C -5.67 -3.44 2.31
C -5.58 -3.61 0.93
C -4.82 -2.75 0.16
C -4.11 -1.73 0.78
C -4.19 -1.53 2.15
C -4.97 -2.39 2.91
S -3.18 -0.58 -0.18
O -2.84 0.54 0.67
O -3.92 -0.36 -1.39
N -1.74 -1.26 -0.55
C -1.77 -2.52 -1.27
C -0.40 -3.16 -1.10
O -0.10 -4.24 -1.51
O 0.42 -2.36 -0.42
H -7.01 -5.11 2.54
H -7.27 -3.80 3.69
H -5.90 -4.88 3.90
H -6.13 -4.40 0.45
H -4.81 -2.84 -0.92
H -3.66 -0.70 2.61
H -5.06 -2.23 3.98
H -1.98 -2.40 -2.34
H -2.51 -3.22 -0.88
C 3.01 2.22 0.85
C 4.25 1.60 0.21
C 4.88 2.57 -0.79
C 4.17 0.15 -0.24
C 5.18 -0.40 -0.98
C 5.38 -1.78 -0.99
C 4.68 -2.61 -0.12
C 3.63 -2.15 0.63
C 3.11 -3.04 1.75
C 2.57 -2.23 2.93
C 2.16 -4.15 1.29
C 3.18 -0.79 0.31
N 1.91 -0.45 0.32
H 3.31 3.18 1.29
H 2.59 1.61 1.64
H 2.24 2.42 0.11
H 4.98 1.49 1.03
H 4.19 2.82 -1.59
H 5.80 2.19 -1.24
H 5.14 3.49 -0.26
H 5.89 0.23 -1.50
H 6.19 -2.19 -1.58
H 4.99 -3.64 0.00
H 4.02 -3.53 2.10
H 1.78 -1.56 2.61
H 3.35 -1.63 3.39
H 2.16 -2.91 3.68
H 1.22 -3.74 0.94
H 1.97 -4.82 2.13
H 2.59 -4.73 0.47
Br 0.50 0.97 3.63
C -0.43 -0.65 3.31
C -0.88 -1.26 4.47
C -1.41 -2.53 4.40
C -1.48 -3.14 3.16
C -1.06 -2.44 2.06
N -0.54 -1.20 2.09
H -0.77 -0.74 5.41
H -1.75 -3.03 5.30
H -1.88 -4.14 3.03
H -1.14 -2.89 1.09
Cl 0.21 -0.53 -4.56
Ge 1.10 -0.55 -2.59
Cl 2.65 -2.00 -2.85
Cl 2.03 1.44 -2.55
```

Atom charges from the Mulliken analysis, given in e for atoms 1 to 2: 1.1788 -0.0916



[5]
The following is a DFT calculation (the ωB97M-V functional and the def2-TZVPD basis) of a molecular structure, C41H39ClN2NiOPSSe.

Results
- HOMO (alpha / beta) (eV) = -9.1345 / -9.1343
- charge = +1
- orbital gap (alpha / beta) (Ha) = 0.2261 / 0.2259
- LUMO (alpha / beta) (eV) = -2.983 / -2.989

The geometry in XYZ format:
```
88
C41H39ClN2NiOPSSe | the OMol25 dataset | the ωB97M-V functional and the def2-TZVPD basis
Ni -0.46 0.40 0.61
Cl -1.38 2.53 0.64
C -1.82 2.95 -1.01
C -2.73 3.97 -1.19
C -3.09 4.28 -2.50
C -2.55 3.57 -3.55
C -1.63 2.55 -3.32
C -1.24 2.22 -2.03
P 0.00 0.90 -1.64
C 1.54 1.84 -1.39
C 2.63 1.14 -0.85
C 3.84 1.79 -0.66
C 3.97 3.13 -0.98
C 2.90 3.83 -1.52
C 1.69 3.19 -1.73
C 0.20 0.20 -3.31
C 1.15 0.73 -4.18
C 1.19 0.30 -5.50
C 0.29 -0.65 -5.96
C -0.65 -1.18 -5.09
C -0.69 -0.77 -3.77
H -3.14 4.50 -0.35
H -3.81 5.07 -2.68
H -2.83 3.80 -4.57
H -1.22 2.00 -4.16
H 2.52 0.09 -0.61
H 4.67 1.24 -0.23
H 4.92 3.64 -0.82
H 3.00 4.87 -1.78
H 0.86 3.74 -2.16
H 1.86 1.47 -3.84
H 1.93 0.71 -6.17
H 0.32 -0.98 -6.98
H -1.34 -1.94 -5.43
H -1.41 -1.21 -3.09
C 3.40 0.56 4.16
C 2.72 1.46 3.32
C 1.89 1.00 2.34
C 1.66 -0.39 2.16
C 0.75 -0.91 1.19
C 0.55 -2.25 1.08
C 1.24 -3.15 1.94
C 2.11 -2.68 2.88
C 2.34 -1.29 3.01
C 3.22 -0.79 4.00
H 4.07 0.93 4.93
H 2.88 2.53 3.44
H 1.41 1.72 1.68
H -0.13 -2.66 0.35
H 1.06 -4.22 1.84
H 2.62 -3.37 3.54
H 3.73 -1.49 4.64
C 2.63 -5.73 -1.54
N 3.45 -4.73 -2.20
C 4.75 -4.91 -2.62
C 5.15 -3.74 -3.17
N 4.09 -2.86 -3.07
C 4.10 -1.50 -3.56
C 3.04 -3.47 -2.47
Se 1.39 -2.75 -2.06
H 3.10 -6.70 -1.68
H 1.64 -5.73 -1.98
H 2.55 -5.51 -0.47
H 5.27 -5.84 -2.50
H 6.09 -3.46 -3.62
H 4.38 -1.48 -4.61
H 4.80 -0.89 -2.98
H 3.09 -1.10 -3.44
C -5.83 -3.21 -0.39
C -4.79 -2.43 0.36
C -3.83 -3.07 1.13
C -2.86 -2.35 1.83
C -2.87 -0.97 1.75
C -3.82 -0.30 0.98
C -4.77 -1.03 0.30
S -1.55 -0.12 2.58
C -2.43 1.14 3.47
O -0.97 -1.01 3.59
H -5.79 -4.27 -0.14
H -5.67 -3.11 -1.47
H -6.83 -2.84 -0.17
H -3.83 -4.15 1.20
H -2.11 -2.85 2.43
H -3.84 0.78 0.92
H -5.53 -0.52 -0.29
H -3.20 0.63 4.05
H -2.87 1.88 2.81
H -1.70 1.60 4.13
```

Atom charges from the Mulliken analysis, given in e for atoms 1 to 2: -0.0733 -0.2821